1.
{
  "formula": "C37H38BBrCl2F3N4O10S",
  "method": "wB97M-V/def2-TZVPD",
  "total_charge": 1,
  "max_force_ev_per_a": 2.95,
  "e_lumo_ha": -0.1356,
  "energy_ha": -6620.83201,
  "species": ["C", "C", "C", "C", "N", "C", "N", "C", "B", "O", "O", "C", "Br", "C", "C", "C", "C", "C", "C", "N", "C", "C", "S", "O", "O", "C", "F", "F", "F", "N", "C", "Cl", "C", "C", "Cl", "H", "H", "H", "H", "H", "H", "H", "H", "H", "H", "H", "H", "H", "H", "H", "H", "H", "H", "H", "H", "H", "H", "H", "H", "H", "H", "C", "C", "C", "O", "C", "C", "C", "O", "H", "H", "H", "H", "C", "C", "C", "O", "C", "C", "C", "O", "H", "H", "H", "H", "C", "C", "C", "O", "C", "C", "C", "O", "H", "H", "H", "H"],
  "coordinates": [[2.461, 4.717, -2.474], [2.798, 3.949, -1.177], [2.494, 2.425, -1.283], [3.748, 1.595, -1.622], [1.402, 2.140, -2.233], [0.259, 1.652, -1.891], [-0.808, 1.302, -2.696], [-1.182, -0.017, -2.064], [0.164, -0.842, -2.435], [0.445, -1.102, -3.757], [1.042, -1.326, -1.483], [-2.289, -0.878, -2.759], [-2.772, -0.088, -4.513], [-3.561, -1.228, -1.925], [-4.925, -0.797, -2.491], [-1.308, 0.399, -0.573], [-2.525, 1.259, -0.230], [-3.317, 1.801, -1.213], [-4.413, 2.539, -0.864], [-4.797, 2.798, 0.373], [-4.040, 2.247, 1.306], [-2.927, 1.496, 1.069], [-1.128, -1.122, 0.458], [-2.150, -1.202, 1.453], [-1.226, -2.294, -0.370], [0.497, -1.278, 1.396], [1.488, -0.490, 1.022], [0.235, -1.152, 2.685], [0.891, -2.541, 1.214], [-0.134, 1.376, -0.552], [-0.354, 2.706, -0.002], [-0.935, 4.030, -1.019], [-0.106, 3.045, 1.262], [-0.324, 4.430, 1.819], [0.473, 1.880, 2.394], [2.921, 5.701, -2.455], [1.377, 4.787, -2.562], [2.885, 4.153, -3.313], [3.848, 4.090, -0.901], [2.220, 4.336, -0.332], [2.163, 2.113, -0.294], [3.940, 1.618, -2.698], [3.579, 0.576, -1.267], [4.570, 2.040, -1.072], [1.540, 2.316, -3.222], [-0.470, 1.233, -3.656], [1.311, -0.760, -4.007], [0.918, -2.277, -1.349], [-1.836, -1.820, -3.054], [-3.634, -2.313, -1.925], [-3.508, -0.954, -0.873], [-5.013, 0.280, -2.618], [-5.206, -1.373, -3.370], [-5.645, -1.070, -1.723], [-3.112, 1.656, -2.263], [-5.008, 2.955, -1.673], [-4.321, 2.401, 2.344], [-2.359, 1.082, 1.889], [-1.327, 4.771, 1.569], [-0.181, 4.409, 2.896], [0.412, 5.101, 1.372], [7.970, 5.369, 2.023], [6.811, 4.785, 1.733], [6.560, 4.201, 0.397], [5.494, 3.668, 0.133], [7.643, 4.286, -0.607], [8.804, 4.869, -0.322], [9.061, 5.457, 1.018], [10.115, 5.986, 1.280], [8.175, 5.803, 2.993], [6.004, 4.710, 2.452], [7.436, 3.851, -1.577], [9.608, 4.943, -1.043], [0.713, -4.119, 4.526], [0.134, -4.583, 3.422], [-0.073, -6.037, 3.213], [-0.598, -6.457, 2.205], [0.389, -6.954, 4.284], [0.968, -6.491, 5.389], [1.175, -5.036, 5.597], [1.701, -4.611, 6.603], [0.873, -3.062, 4.696], [-0.211, -3.933, 2.633], [0.229, -8.011, 4.113], [1.313, -7.143, 6.181], [-4.561, -5.110, -1.397], [-4.415, -6.409, -1.152], [-5.137, -7.068, -0.034], [-5.003, -8.249, 0.190], [-6.028, -6.220, 0.797], [-6.172, -4.920, 0.550], [-5.451, -4.264, -0.565], [-5.587, -3.076, -0.788], [-4.043, -4.614, -2.208], [-3.771, -7.043, -1.748], [-6.546, -6.717, 1.607], [-6.816, -4.286, 1.146]],
  "mulliken_charge": [-1.24, 0.42, 1.01, -1.07, 0.50, -2.27, -0.12, -0.43, 0.64, -0.66, -0.56, -0.34, -0.07, 0.74, -2.15, -0.04, -0.38, -0.04, -0.91, -0.62, -0.95, -0.09, 1.84, -0.64, -0.70, 0.49, -0.06, -0.22, -0.19, 1.17, 0.09, -0.20, 0.94, -1.46, -0.15, 0.49, 0.19, 0.25, -0.16, 0.13, -0.62, 0.39, 0.33, 0.12, 0.49, 0.65, 0.35, 0.34, 0.97, -0.22, 0.14, 0.50, 0.46, 0.50, 0.87, 0.50, 0.50, 0.60, 0.39, 0.47, 0.28, -0.38, -0.37, 0.31, -0.49, -0.22, -0.47, 0.29, -0.51, 0.41, 0.42, 0.42, 0.41, -0.10, -0.22, 0.19, -0.55, -0.42, -0.43, 0.14, -0.53, 0.50, 0.52, 0.43, 0.42, -0.12, -0.59, 0.32, -0.54, -0.43, -0.37, 0.45, -0.45, 0.47, 0.42, 0.42, 0.43]
}

***

2.
{
  "formula": "C37H38Cl3N5O3SYb",
  "method": "wB97M-V/def2-TZVPD",
  "total_charge": 1,
  "max_force_ev_per_a": 2.13,
  "e_lumo_ha": [-0.0782, -0.0787],
  "spin_multiplicity": 2,
  "energy_ha": -4869.65283,
  "species": ["Yb", "C", "N", "C", "C", "C", "N", "C", "C", "C", "C", "C", "C", "C", "O", "C", "C", "C", "N", "C", "C", "C", "C", "C", "C", "C", "O", "H", "H", "H", "H", "H", "H", "H", "H", "H", "H", "H", "H", "H", "H", "H", "H", "H", "H", "H", "H", "H", "H", "H", "H", "H", "Cl", "C", "C", "C", "C", "C", "C", "N", "C", "C", "N", "C", "O", "C", "C", "C", "Cl", "S", "C", "C", "C", "Cl", "C", "H", "H", "H", "H", "H", "H", "H", "H", "H", "H", "H", "H", "H"],
  "coordinates": [[-0.911, 0.269, -1.538], [0.948, 2.977, -0.665], [1.032, 1.905, -1.689], [2.276, 1.109, -1.466], [2.320, 0.362, -0.131], [1.762, -1.086, -0.147], [0.858, -1.278, -1.284], [1.223, -2.150, -2.159], [0.724, -2.324, -3.501], [1.258, -3.382, -4.263], [0.930, -3.552, -5.584], [0.058, -2.633, -6.183], [-0.469, -1.583, -5.467], [-0.156, -1.402, -4.109], [-0.647, -0.375, -3.450], [1.120, 2.531, -3.043], [-0.200, 2.810, -3.785], [-1.466, 3.168, -2.984], [-2.139, 1.940, -2.533], [-3.103, 1.518, -3.275], [-3.795, 0.246, -3.232], [-4.720, 0.012, -4.265], [-5.384, -1.182, -4.386], [-5.129, -2.187, -3.447], [-4.239, -1.984, -2.415], [-3.550, -0.772, -2.277], [-2.703, -0.599, -1.276], [1.940, 3.226, -0.275], [0.309, 2.688, 0.168], [0.530, 3.879, -1.100], [3.136, 1.785, -1.519], [2.368, 0.401, -2.288], [1.810, 0.949, 0.633], [3.361, 0.311, 0.185], [1.242, -1.287, 0.789], [2.593, -1.790, -0.216], [2.050, -2.815, -1.897], [1.943, -4.070, -3.779], [1.346, -4.371, -6.155], [-0.207, -2.753, -7.228], [-1.152, -0.874, -5.921], [1.702, 1.865, -3.679], [1.700, 3.454, -2.949], [-0.452, 1.931, -4.376], [0.004, 3.616, -4.491], [-2.126, 3.736, -3.641], [-1.246, 3.797, -2.124], [-3.446, 2.175, -4.080], [-4.899, 0.803, -4.987], [-6.089, -1.345, -5.190], [-5.640, -3.139, -3.526], [-4.046, -2.755, -1.679], [4.931, 3.588, 1.170], [3.890, 2.730, 2.254], [4.109, 1.390, 2.516], [3.226, 0.709, 3.336], [2.128, 1.330, 3.931], [1.205, 0.512, 4.829], [-0.283, 0.572, 4.474], [-0.604, 0.184, 3.104], [-1.190, -0.998, 2.711], [-1.380, -0.894, 1.372], [-0.895, 0.328, 0.925], [-0.437, 0.937, 2.002], [1.663, -0.820, 4.824], [1.484, -1.545, 6.042], [0.174, -2.277, 6.118], [-0.146, -3.338, 5.326], [0.861, -4.064, 4.145], [-1.714, -3.955, 5.642], [-1.968, -2.790, 6.869], [-0.890, -1.977, 7.024], [1.984, 2.698, 3.695], [0.757, 3.652, 4.484], [2.838, 3.396, 2.853], [4.955, 0.880, 2.073], [3.379, -0.345, 3.519], [1.274, 0.923, 5.846], [-0.668, 1.569, 4.651], [-0.807, -0.113, 5.134], [-1.455, -1.771, 3.415], [-1.854, -1.591, 0.704], [-0.023, 1.933, 2.047], [1.577, -0.864, 6.892], [2.306, -2.257, 6.089], [-2.899, -2.779, 7.417], [-0.842, -1.180, 7.757], [2.689, 4.455, 2.688]],
  "mulliken_spin": [1.02, 0.00, -0.01, 0.00, 0.00, 0.00, 0.00, 0.00, 0.00, 0.00, 0.00, 0.00, 0.00, 0.00, -0.01, 0.00, 0.00, 0.00, 0.00, 0.00, 0.00, 0.00, 0.00, 0.00, 0.00, 0.00, 0.00, 0.00, 0.00, 0.00, 0.00, 0.00, 0.00, 0.00, 0.00, 0.00, 0.00, 0.00, 0.00, 0.00, 0.00, 0.00, 0.00, 0.00, 0.00, 0.00, 0.00, 0.00, 0.00, 0.00, 0.00, 0.00, 0.00, 0.00, 0.00, 0.00, 0.00, 0.00, 0.00, 0.00, 0.00, 0.00, 0.00, 0.00, 0.00, 0.00, 0.00, 0.00, 0.00, 0.00, 0.00, 0.00, 0.00, 0.00, 0.00, 0.00, 0.00, 0.00, 0.00, 0.00, 0.00, 0.00, 0.00, 0.00, 0.00, 0.00, 0.00, 0.00]
}

***

3.
{
  "formula": "C37H38CsN7O4",
  "method": "wB97M-V/def2-TZVPD",
  "total_charge": 0,
  "max_force_ev_per_a": 0.91,
  "relative_energy_kj_mol": 100.8,
  "e_lumo_ha": -0.0231,
  "energy_ha": -2137.10462,
  "species": ["Cs", "C", "C", "C", "C", "C", "N", "C", "C", "C", "N", "C", "C", "C", "C", "C", "C", "C", "C", "N", "C", "C", "C", "N", "C", "C", "C", "C", "O", "C", "O", "H", "H", "H", "H", "H", "H", "H", "H", "H", "H", "H", "H", "H", "H", "H", "H", "H", "H", "H", "H", "H", "H", "H", "H", "H", "H", "H", "H", "O", "C", "C", "C", "C", "C", "C", "C", "O", "N", "N", "C", "C", "C", "C", "C", "C", "N", "H", "H", "H", "H", "H", "H", "H", "H", "H", "H"],
  "coordinates": [[0.814, -1.010, 0.360], [-0.563, 3.134, -6.017], [-0.650, 2.683, -4.585], [-0.772, 3.550, -3.549], [-0.839, 3.090, -2.199], [-0.834, 4.003, -1.148], [-0.835, 3.681, 0.128], [-0.688, 4.659, 1.190], [0.715, 4.652, 1.791], [0.996, 3.453, 2.690], [0.228, 3.568, 3.933], [-0.828, 2.936, 4.442], [-1.537, 1.773, 4.186], [-2.704, 1.592, 5.021], [-3.474, 0.488, 4.973], [-4.695, 0.292, 5.826], [-3.064, -0.562, 4.084], [-1.984, -0.486, 3.273], [-1.546, -1.678, 2.480], [-1.913, -2.016, 1.319], [-2.822, -1.148, 0.569], [-3.258, -1.770, -0.764], [-2.672, -1.131, -2.024], [-1.291, -1.520, -2.287], [-0.467, -0.681, -2.753], [-0.668, 0.778, -3.023], [-0.576, 1.287, -4.281], [-0.813, 1.681, -1.901], [-0.875, 1.261, -0.715], [-1.166, 0.728, 3.237], [-0.192, 0.811, 2.468], [-0.604, 4.221, -6.087], [-1.381, 2.729, -6.616], [0.370, 2.804, -6.481], [-0.806, 4.620, -3.735], [-0.806, 5.068, -1.373], [-0.855, 2.658, 0.289], [-1.439, 4.462, 1.959], [-0.910, 5.640, 0.768], [0.868, 5.579, 2.354], [1.447, 4.659, 0.980], [2.053, 3.437, 2.961], [0.750, 2.506, 2.222], [0.473, 4.393, 4.459], [-1.207, 3.485, 5.301], [-2.957, 2.394, 5.709], [-4.853, 1.140, 6.491], [-4.604, -0.605, 6.442], [-5.591, 0.173, 5.214], [-3.644, -1.482, 4.091], [-0.793, -2.317, 2.950], [-2.311, -0.199, 0.371], [-3.691, -0.916, 1.191], [-4.345, -1.688, -0.852], [-3.024, -2.836, -0.757], [-2.809, -0.043, -1.992], [-3.249, -1.502, -2.877], [0.546, -1.048, -2.943], [-0.429, 0.597, -5.108], [1.397, -5.386, 2.229], [1.899, -6.123, 1.218], [1.891, -7.513, 1.343], [2.375, -8.307, 0.324], [2.880, -7.730, -0.841], [2.899, -6.353, -0.956], [2.421, -5.527, 0.062], [2.448, -4.038, -0.057], [1.870, -3.358, 0.849], [3.104, -3.561, -1.109], [2.966, -2.206, -1.207], [3.726, -1.659, -2.079], [3.636, -0.230, -2.400], [4.458, 0.288, -3.406], [4.347, 1.619, -3.763], [3.420, 2.412, -3.104], [2.658, 1.822, -2.108], [2.750, 0.545, -1.753], [1.439, -4.451, 1.893], [1.487, -7.937, 2.254], [2.358, -9.385, 0.433], [3.255, -8.348, -1.646], [3.296, -5.875, -1.841], [4.451, -2.264, -2.626], [5.167, -0.363, -3.902], [4.971, 2.031, -4.545], [3.281, 3.457, -3.349], [1.925, 2.413, -1.564]],
  "mulliken_charge": [1.58, -1.67, 0.49, -0.94, -0.18, -0.07, 0.35, -1.01, -0.64, -0.10, -0.13, -0.11, 0.71, -0.90, 0.30, -1.67, 0.13, 0.42, -0.95, -0.50, 0.36, -1.47, -0.17, -0.26, -1.43, 1.62, -0.31, 0.45, -0.92, 0.29, -1.00, 0.37, 0.35, 0.33, 0.33, 0.41, -0.08, 0.36, 0.43, 0.41, 0.33, 0.30, -0.07, 0.29, 0.34, 0.26, 0.36, 0.37, 0.34, 0.47, 0.47, -0.19, 0.41, 0.40, 0.35, 0.18, 0.45, 0.41, 0.48, -0.72, 0.25, -0.64, -0.25, -0.76, -0.27, 0.00, 0.89, -0.84, -1.04, 0.54, -1.03, 0.93, -0.88, -0.41, -0.94, -0.04, 0.14, 0.38, 0.41, 0.36, 0.37, 0.44, 0.27, 0.38, 0.43, 0.44, 0.44]
}

***

> Number 3 is which compound?

C37H38CsN7O4

***

> Which formula does entry 3 have?

C37H38CsN7O4